Entry from the Open Molecules 2025 dataset: C7H12 in the gas phase in a non-equilibrium geometry (the ωB97M-V functional and the def2-TZVPD basis).

E = -7451.551 eV
relative energy (zero: lowest compared OMol25 entry of this formula, charge and spin) = 43.37 kcal per mole
orbital gap = 0.345 hartree

Geometry as XYZ:
```
19
Properties=species:S:1:pos:R:3:forces:R:3:lowdin_charge:R:1
C -0.39849 -3.72427 -1.59134 -1.5 -0.3 1.3 0.00
C -0.23472 -2.70301 -0.74070 2.0 0.3 -0.7 -0.20
C 0.08544 -1.32249 -1.06837 -1.0 1.2 1.0 -0.12
C 0.08680 -0.40955 -0.07554 -0.6 0.5 -1.1 -0.11
C -0.14912 1.05340 -0.33946 1.9 0.7 1.9 -0.19
C 0.71095 1.94464 0.63822 0.4 0.4 -1.2 -0.28
C -0.02837 2.52902 1.83402 0.1 0.9 -0.5 -0.12
H -0.78076 -3.64434 -2.60082 0.8 0.3 -0.3 0.05
H -0.58830 -4.68539 -1.12031 0.1 -0.1 -0.2 0.04
H -0.12182 -2.79933 0.33996 -0.2 -0.8 -0.2 0.10
H 0.14362 -0.87260 -2.05258 -0.3 -0.6 -0.4 0.11
H 0.21185 -0.65945 0.97034 -0.4 -0.4 0.1 0.11
H 0.14524 1.37957 -1.33164 -0.4 -0.4 -0.4 0.10
H -1.13495 1.43148 -0.07262 -0.6 -0.7 -0.6 0.11
H 1.66235 1.48549 0.93159 -0.3 -0.3 0.0 0.10
H 1.01270 2.75978 -0.03648 0.2 0.2 0.6 0.10
H -0.76220 1.84212 2.25863 0.3 0.0 0.3 0.07
H -0.55032 3.44082 1.51831 -0.4 -0.3 -0.1 0.07
H 0.69010 2.95410 2.53880 -0.1 -0.6 0.4 0.07
```
Positions in Å, forces in eV/Å.